# 1
# H10O5

A cluster of 5 separate species, H10O5 in total at a distorted geometry (ωB97M-V/def2-TZVPD, OMol25).

**Frontier orbital gap**: 0.42982 hartree
**Structure (SMILES)**: O.O.O.O.O
**Relative energy (zero: lowest compared OMol25 entry of this formula, charge and spin)**: 13.1 kcal/mol
**M**: 90.08 g mol⁻¹
**HOMO energy**: -0.4108 Ha

Cartesian coordinates (Å):
O -2.209031 -0.148745 -0.857610
H -1.549615 -0.860701 -0.914690
H -2.312579 -0.246650 0.095949
O 0.531890 -1.643132 -0.359394
H 1.089955 -0.869663 -0.617293
H 0.816446 -2.424453 -0.839637
O -0.306207 1.955664 0.024660
H -1.165746 1.713924 -0.346427
H -0.162826 1.198130 0.690077
O -0.211526 -0.219361 1.791427
H 0.554163 -0.311045 2.382083
H -0.093542 -0.983407 1.207815
O 1.778873 0.579238 -0.603741
H 1.055424 1.164332 -0.296186
H 2.184321 1.095873 -1.357028

Atomic forces in eV per Å
0.463 -0.710 0.680
0.265 0.164 -0.896
-0.706 0.548 0.311
-0.485 -0.413 -0.032
0.137 -0.112 -0.134
0.075 0.098 0.024
0.061 -1.022 1.457
0.116 -0.076 -0.316
-0.842 1.355 -0.436
0.403 -0.040 0.536
-0.374 0.276 -0.070
0.033 -0.217 -0.391
1.492 0.926 -1.378
0.020 0.228 -0.622
-0.660 -1.005 1.267

# 2
# H11O5

A cluster of 5 separate species, H11O5 in total at a distorted geometry (ωB97M-V/def2-TZVPD, OMol25).

**Frontier orbital gap**: 0.45950 hartree
**Relative energy (zero: lowest compared OMol25 entry of this formula, charge and spin)**: 22.6 kcal/mol
**M**: 91.08 g mol⁻¹
**Total charge**: +1
**HOMO energy**: -0.5773 Ha

Cartesian coordinates (Å):
O 0.504625 1.299177 -1.025643
H -0.363413 1.760054 -1.060035
H 1.008090 1.707589 -0.294171
O 0.069152 -2.739991 -0.628797
H -0.511767 -3.358692 -0.131743
H 0.511441 -3.484758 -1.070701
O -2.052377 2.437746 -1.123120
H -2.360994 2.211821 -2.017948
H -2.774744 2.830082 -0.620033
O 1.600302 -0.108579 2.118950
H 2.349420 0.481227 1.941315
H 2.077456 -0.832948 2.548446
O -0.353688 -0.536636 0.422437
H 0.069484 0.226229 -0.359084
H -0.146642 -1.528544 0.211612
H 0.373654 -0.363776 1.088514

Atomic forces in eV per Å
-0.037 -0.577 0.999
-0.152 0.542 -0.017
-0.198 0.280 -0.677
-0.733 -2.736 0.342
-0.326 0.897 0.080
0.869 0.884 -0.542
0.419 -0.383 -0.509
-0.216 0.339 0.592
0.011 -0.086 -0.230
1.077 0.082 0.155
-0.363 0.243 -0.082
-0.479 -0.256 0.104
1.476 -0.115 -0.146
-0.624 -0.848 0.107
-0.240 1.754 -0.644
-0.484 -0.019 0.469